[1]
ORCA calculation (ωB97M-V with the def2-TZVPD basis set) on a cluster of 2 separate species, C2H3BrS in total in a non-equilibrium geometry.

Calculated values
Kohn-Sham gap (eV): 10.090
Total charge: 0
Lowest unoccupied orbital energy (eV): -0.04
E_tot (eV): -82997.713

Element x y z (Å)
C1 3.04142 -0.45452 -0.19596
C2 -0.43527 -0.10512 0.26179
S1 3.90257 -1.68230 -0.00554
Br1 -0.26539 -2.07379 -0.05404
H1 0.51323 0.46750 -0.00861
H2 -0.53982 -0.14095 1.26752
H3 -1.23462 0.40715 -0.21416

---

[2]
ORCA calculation (ωB97M-V with the def2-TZVPD basis set) on a structure of composition C5H16N3 in a non-equilibrium geometry.

Calculated values
Kohn-Sham gap (eV): 9.505
Total charge: +1
Lowest unoccupied orbital energy (eV): -3.02
E_tot (eV): -9906.904

Element x y z (Å)
C1 0.85318 1.48193 0.93080
C2 1.34638 0.62893 -1.28591
C3 -1.86684 -0.10975 1.00896
C4 0.80464 0.31467 0.06350
C5 -1.00179 -0.31608 -0.26055
N1 1.49174 -0.94583 0.67467
N2 -1.24726 0.32541 -1.45649
N3 -0.91034 -1.71528 -0.49141
H1 1.36191 2.43939 0.57543
H2 -0.12324 1.75121 1.27023
H3 1.47527 1.27738 1.85135
H4 1.37367 -0.19439 -1.94414
H5 2.34929 0.89311 -1.20618
H6 0.73207 1.50446 -1.62135
H7 -2.51045 -0.95159 1.13258
H8 -1.10877 -0.21270 1.86076
H9 -2.25996 0.85100 1.06443
H10 1.49930 -0.79530 1.68870
H11 2.40013 -1.09387 0.24943
H12 -1.89990 -0.18077 -2.07892
H13 -1.47739 1.36698 -1.40733
H14 -1.36589 -2.38764 0.30128
H15 -0.81677 -2.13954 -1.39543
H16 0.90101 -1.79171 0.47559

---

[3]
ORCA calculation (ωB97M-V with the def2-TZVPD basis set) on a structure of composition ClN2O10Rb in a non-equilibrium geometry.

Calculated values
Kohn-Sham gap (eV): 5.929
Total charge: -2
Lowest unoccupied orbital energy (eV): 3.94
E_tot (eV): -36619.936

Element x y z (Å)
Rb1 1.09748 -0.74597 -1.19854
Cl1 2.47061 0.23747 2.56915
O1 3.74841 0.39991 1.82023
O2 1.57561 -0.50799 1.60703
O3 2.72295 -0.30937 3.85630
O4 1.86864 1.51595 2.81257
N1 -2.27612 -2.54686 -1.80266
O5 -1.18576 -2.19700 -2.18468
O6 -2.23556 -2.32989 -0.64601
O7 -3.18624 -3.01484 -2.49473
N2 -1.22346 2.34453 -1.11742
O8 -0.64873 2.69310 -2.11627
O9 -2.04722 2.99712 -0.61439
O10 -0.68058 1.46382 -0.49058

---

[4]
ORCA calculation (ωB97M-V with the def2-TZVPD basis set) on a structure of composition C3H8O3 in a non-equilibrium geometry.

Calculated values
Kohn-Sham gap (eV): 5.716
Total charge: 0
Lowest unoccupied orbital energy (eV): -3.41
E_tot (eV): -9371.927

Element x y z (Å)
O1 -1.56081 -1.93111 0.28993
C1 -0.24108 0.53451 0.53175
O2 -0.23828 1.52082 1.40766
C2 0.67109 -0.92933 0.54900
C3 1.15099 0.25251 0.02248
H1 -1.02737 0.57461 -0.20819
H2 -0.10277 -1.68896 0.13947
H3 -0.51777 0.44750 1.79595
H4 1.15642 -1.38467 1.40531
H5 1.04600 0.33758 -1.19858
H6 1.98473 0.85929 0.35239
H7 0.14313 1.35041 -2.77868
H8 -2.37351 -2.22845 -0.13581
O3 0.62137 0.57700 -2.44148

---

[5]
ORCA calculation (ωB97M-V with the def2-TZVPD basis set) on a structure of composition C32H31Cl3GeIrN3O3Te in a non-equilibrium geometry.

Calculated values
Kohn-Sham gap (alpha / beta) (eV): 4.512 / 4.146
Total charge: +1
Lowest unoccupied orbital energy (alpha / beta) (eV): -6.56 / -6.64
E_tot (eV): -148504.677
Expectation value of S²: 0.781
Spin multiplicity: 2

Element x y z (Å)
Ir1 0.71280 0.05110 -0.58910
Cl1 -0.49120 -3.86780 -0.72630
Ge1 -0.70530 -1.92790 -1.70410
Cl2 -2.87150 -1.78620 -1.97800
Cl3 0.04270 -2.25750 -3.72950
N1 -2.89820 6.18510 -2.43430
C1 -2.21570 5.28920 -2.22970
C2 -1.43460 4.15500 -1.90730
C3 -0.71720 4.14100 -0.70900
C4 -0.06500 2.98820 -0.31080
C5 -0.08670 1.84500 -1.11580
C6 -0.76670 1.89340 -2.34120
C7 -1.44260 3.03060 -2.73330
H1 -0.68360 5.02860 -0.09330
H2 0.47850 2.99430 0.62790
H3 -0.78860 1.03320 -2.99980
H4 -1.99320 3.05290 -3.66070
O1 1.99180 2.18360 -2.88120
N2 2.44860 1.08120 -2.87980
O2 2.16760 0.17060 -2.10520
C8 -3.46100 6.24650 6.53940
C9 -3.05380 5.12100 5.64780
C10 -2.17560 4.13630 6.08750
C11 -1.73670 3.12850 5.23970
C12 -0.73750 2.11350 5.70490
C13 -2.25150 3.08290 3.94120
Te1 -1.51720 1.49870 2.61550
N3 -0.03350 0.01850 1.14730
C14 0.11250 -0.87090 2.10160
O3 -0.57210 -0.79120 3.15120
C15 1.06530 -2.00320 1.94140
C16 2.07490 -2.01740 0.97760
C17 2.90780 -3.11380 0.85900
C18 2.75990 -4.18960 1.72370
C19 1.77890 -4.16780 2.70260
C20 0.92630 -3.08630 2.80690
C21 -3.42770 0.62990 2.27680
C22 -4.13560 0.08990 3.35610
C23 -3.52280 0.04300 4.71530
C24 -5.40850 -0.41570 3.13240
C25 -5.97340 -0.42960 1.86500
C26 -7.33750 -0.98390 1.62590
C27 -5.22870 0.08100 0.80510
C28 -3.96400 0.62120 0.99080
C29 -3.23140 1.21640 -0.16340
C30 -3.12170 4.06240 3.46430
C31 -3.62040 4.03870 2.05630
C32 -3.51740 5.06620 4.33510
H5 -3.05970 6.12080 7.54060
H6 -4.54630 6.31220 6.59680
H7 -3.10110 7.19160 6.13340
H8 -1.81300 4.16660 7.10550
H9 -0.49650 2.25050 6.75640
H10 0.17900 2.21440 5.11900
H11 -1.11110 1.09700 5.56470
H12 2.26610 -1.13620 0.35570
H13 3.69070 -3.12560 0.11520
H14 3.43520 -5.02940 1.65440
H15 1.67210 -4.99600 3.38600
H16 0.13800 -3.05030 3.54450
H17 -2.50360 -0.33670 4.62620
H18 -4.08200 -0.60620 5.38600
H19 -3.50420 1.04510 5.15390
H20 -5.95290 -0.82930 3.96800
H21 -7.85680 -1.20080 2.55570
H22 -7.26880 -1.90700 1.05090
H23 -7.93190 -0.27750 1.04990
H24 -5.64560 0.05840 -0.18890
H25 -3.54100 0.75210 -1.09430
H26 -2.15710 1.06340 -0.03130
H27 -3.42460 2.28660 -0.24490
H28 -2.78180 3.92150 1.36830
H29 -4.15000 4.95590 1.81510
H30 -4.30550 3.20150 1.92410
H31 -4.18530 5.83880 3.97980

---

[6]
ORCA calculation (ωB97M-V with the def2-TZVPD basis set) on an isolated molecule of C5H6O.

Calculated values
Kohn-Sham gap (eV): 10.455
Total charge: 0
Lowest unoccupied orbital energy (eV): 0.86
E_tot (eV): -7327.194

Element x y z (Å)
C1 -1.81724 0.05523 1.45016
C2 -1.45051 0.56791 0.42530
C3 -0.44354 1.07614 -0.50660
C4 0.75648 0.26165 0.01538
C5 1.01844 -1.08499 -0.62391
O1 1.38683 0.64483 0.97136
H1 -1.83388 -0.30304 2.44881
H2 -0.66660 0.90787 -1.56324
H3 -0.27246 2.13992 -0.31886
H4 2.05219 -1.09236 -0.98050
H5 0.34181 -1.30497 -1.45265
H6 0.92848 -1.86819 0.13475

---

We obtain energy above the lowest of the compared OMol25 structures with the same formula, charge and spin values of 1.8479; 2.8116; 1.7622; 11.8750; 4.0037; 2.0909 eV for the records listed above, in that order.